P:
A molecular structure, C8H13N, computed with ωB97M-V/def2-TZVPD.

Atoms and positions in Å:
H (2.773, -0.812, -0.711)
C (-0.867, -1.377, -0.542)
C (0.922, 0.299, -0.701)
H (-1.754, -1.753, -1.058)
H (0.648, 2.157, -1.777)
H (-0.718, 0.206, -2.085)
C (1.442, 1.589, -1.293)
C (-0.480, 0.633, 0.747)
H (-3.287, -1.037, 0.964)
H (0.397, 2.151, 1.552)
C (2.002, -0.504, 0.002)
N (-0.508, 1.771, 1.282)
C (-1.261, -0.476, 0.610)
C (-0.160, -0.319, -1.320)
C (-2.377, -0.837, 1.537)
H (2.486, 0.111, 0.763)
H (1.607, -1.392, 0.491)
H (1.887, 2.216, -0.519)
H (-2.155, -1.753, 2.097)
H (2.220, 1.383, -2.032)
H (-2.578, -0.033, 2.242)
H (-0.239, -2.224, -0.248)

Its total charge is 0. As for the multiplicity: 1. The frontier orbital gap (spin up / spin down) is 7.95 / 7.95 eV.

Q:
A molecular structure, C8H13N, computed with ωB97M-V/def2-TZVPD.

Atoms and positions in Å:
C (1.552, -0.273, -0.294)
H (-1.129, -1.429, 0.905)
H (-2.193, -0.467, 1.890)
C (-1.204, 0.422, -1.313)
H (2.120, 1.444, -1.381)
H (2.514, -2.162, -0.311)
H (1.037, 1.798, 2.759)
H (0.747, -2.251, -0.296)
C (0.482, 0.702, 0.858)
H (-1.719, 2.508, 0.058)
H (-0.492, -0.405, -1.458)
H (-0.706, 1.299, -1.733)
H (-2.161, 0.284, -1.816)
C (-1.905, -0.673, 0.865)
C (1.604, -1.702, 0.094)
N (-2.081, 1.678, 0.530)
H (-2.760, -1.072, 0.313)
C (0.791, 1.234, 1.898)
C (-1.383, 0.588, 0.194)
C (2.256, 0.391, -1.183)
H (1.606, -1.803, 1.183)
H (3.025, -0.111, -1.763)

Its total charge is 0. As for the multiplicity: 1. The frontier orbital gap (spin up / spin down) is 7.51 / 7.21 eV.

P wins, 3.469 eV ahead of the next structure.

P:
A gas-phase ion, C2H2N3S2 (charge +1), computed with ωB97M-V/def2-TZVPD.

Atoms and positions in Å:
H (2.247, -2.447, -0.702)
N (1.570, -0.552, 0.257)
N (-1.228, 1.261, -0.334)
H (-1.393, 1.772, -1.312)
S (-2.828, -0.782, 0.572)
N (1.047, 0.282, 0.982)
C (1.986, -1.572, -0.118)
C (-1.903, 0.365, 0.127)
S (0.503, 1.671, 0.528)

Its total charge is +1. As for the multiplicity: 1. The frontier orbital gap is 7.42 eV.

Q:
2 unconnected molecules or ions with the total composition C2H2N3S2, computed with ωB97M-V/def2-TZVPD.

Atoms and positions in Å:
N (0.534, -0.426, 0.058)
S (4.199, 0.494, 0.128)
H (0.140, 1.274, -1.517)
S (-2.106, -1.128, -0.224)
H (-3.020, 0.019, 1.525)
C (2.699, 0.412, -0.128)
N (-0.689, -0.462, -0.112)
N (-3.125, -0.592, 0.729)
C (1.367, 0.408, -0.458)

Its total charge is +1. As for the multiplicity: 1. The frontier orbital gap is 7.21 eV.

P wins, 3.269 eV ahead of the next structure.

P:
A molecular structure, C9H25N7PPb, computed with ωB97M-V/def2-TZVPD.

Atoms and positions in Å:
H (-4.494, -1.235, 0.920)
C (2.655, -0.078, 2.374)
H (-0.258, -3.401, -0.417)
Pb (0.175, -0.373, 0.016)
H (1.323, 2.055, 3.488)
H (-2.803, 2.020, -0.958)
C (0.445, -0.276, -3.298)
C (1.179, 2.595, 1.426)
N (0.658, -1.275, -6.703)
H (2.255, 2.686, 1.307)
C (-3.404, -1.290, 1.020)
H (-0.236, 1.670, 2.758)
H (-4.285, 1.436, -0.184)
N (0.796, -0.298, -4.450)
C (3.368, 0.114, 1.025)
N (0.577, 2.110, 0.169)
H (-2.906, -0.279, -2.709)
H (-4.338, -0.918, -1.864)
H (2.914, -1.572, -0.059)
H (1.128, -3.006, -1.176)
C (0.843, 1.659, 2.588)
C (0.716, -0.814, -5.646)
H (-3.109, -2.337, 0.944)
H (2.937, -0.213, -0.963)
H (1.124, -3.317, 0.432)
H (-0.312, 2.578, 0.010)
N (2.664, -0.586, -0.054)
H (0.712, -0.344, 2.955)
C (-3.241, -0.925, -1.898)
H (1.168, 2.350, -0.624)
H (-3.128, -0.899, 1.999)
H (3.441, 1.166, 0.767)
H (2.742, -1.125, 2.669)
P (-2.679, -0.305, -0.306)
N (0.600, -2.861, -0.315)
H (3.197, 0.525, 3.108)
N (0.131, -0.136, -2.142)
H (4.385, -0.262, 1.152)
H (-2.886, 1.837, 0.824)
H (0.807, 3.585, 1.690)
H (-2.909, -1.947, -2.082)
C (-3.190, 1.417, -0.135)
N (1.237, 0.272, 2.344)

Its total charge is +3. As for the multiplicity: 1. The frontier orbital gap is 4.30 eV.

Q:
A molecular structure, C9H25N7PPb, computed with ωB97M-V/def2-TZVPD.

Atoms and positions in Å:
N (1.258, -2.578, 0.220)
H (-2.406, -2.638, -1.515)
H (1.311, 2.312, -0.406)
N (-1.787, -0.479, 6.274)
H (-3.390, 3.021, -2.732)
N (2.605, -0.586, -1.336)
H (3.186, 1.385, -1.774)
N (-0.279, -0.572, 2.052)
H (2.510, -0.605, -2.346)
H (-3.476, 3.522, 0.233)
Pb (0.124, -0.564, -0.532)
H (4.355, -1.683, -0.812)
H (3.148, -2.581, -1.707)
H (3.462, 2.112, 0.592)
H (2.859, -1.656, 1.204)
H (-4.271, -0.006, -1.576)
C (3.280, -1.839, -0.918)
C (-2.528, 2.354, -2.603)
H (-1.429, -3.659, -0.761)
H (-2.462, -2.776, 0.096)
P (-2.645, 1.656, -0.954)
H (-1.710, 3.616, 0.093)
H (-2.463, 2.524, 1.294)
N (1.423, 1.550, 0.261)
C (-0.267, -0.633, 3.212)
H (1.103, 1.918, 1.153)
H (4.408, 0.463, -0.926)
N (-1.817, -2.719, -0.689)
C (3.335, 0.657, -0.975)
H (3.008, 0.514, 1.158)
H (0.843, -2.912, 1.087)
H (-4.209, 0.220, 0.198)
H (-1.616, 2.937, -2.723)
H (1.113, -3.318, -0.465)
H (-4.991, 1.436, -0.833)
C (2.868, 1.230, 0.348)
C (-0.997, -0.540, 5.397)
C (-4.163, 0.718, -0.770)
C (-2.545, 2.945, 0.292)
C (2.715, -2.365, 0.388)
H (-2.574, 1.574, -3.363)
H (3.219, -3.291, 0.667)
N (-0.104, -0.665, 4.497)

Its total charge is +3. As for the multiplicity: 1. The frontier orbital gap (spin up / spin down) is 6.35 / 6.83 eV.

Q wins, 0.920 eV ahead of the next structure.

P:
4 unconnected molecules or ions with the total composition CH11NO3, computed with ωB97M-V/def2-TZVPD.

Atoms and positions in Å:
H (-0.203, -4.620, 1.227)
H (2.944, -0.024, 1.275)
H (-0.558, -0.188, -1.222)
O (-0.993, 3.711, 0.739)
H (3.560, -1.254, 1.960)
H (-0.168, 1.761, -2.000)
O (-0.072, -5.458, 0.766)
N (-1.079, 1.737, -1.570)
H (-0.995, 3.332, -0.147)
O (3.475, -0.802, 1.117)
C (-1.292, 0.495, -0.791)
H (-2.251, -0.004, -0.919)
H (-0.259, 4.326, 0.883)
H (0.780, -5.766, 0.480)
H (-1.875, 2.079, -2.048)
H (-1.013, 0.673, 0.248)

Its total charge is 0. As for the multiplicity: 1. The frontier orbital gap is 9.88 eV.

Q:
4 unconnected molecules or ions with the total composition CH11NO3, computed with ωB97M-V/def2-TZVPD.

Atoms and positions in Å:
H (0.825, 1.878, -2.200)
N (-0.076, 0.100, -1.287)
H (-0.813, 1.595, -2.459)
O (1.994, 0.383, 0.377)
H (1.212, 0.237, -0.117)
H (-1.186, -3.274, 2.115)
C (0.123, 0.937, -2.392)
H (-1.119, 1.327, 1.843)
H (0.012, 0.323, 2.308)
O (-0.788, -2.679, 2.759)
H (0.199, -0.858, -1.347)
H (-0.923, -1.768, 2.738)
H (2.177, 1.197, -0.210)
H (0.377, 0.426, -3.346)
H (-1.016, -0.252, -1.049)
O (-0.996, 0.428, 2.267)

Its total charge is 0. As for the multiplicity: 1. The frontier orbital gap is 10.64 eV.

P wins, 0.754 eV ahead of the next structure.

P:
2 unconnected molecules or ions with the total composition C5H11O, computed with ωB97M-V/def2-TZVPD.

Atoms and positions in Å:
H (2.398, -1.376, -1.097)
H (3.282, 0.141, -0.507)
H (0.335, 2.521, 0.344)
H (-2.568, -0.128, -0.146)
H (-2.200, -1.805, -0.637)
C (2.828, -0.807, -0.298)
H (-1.691, -0.447, -1.672)
H (0.119, -0.995, 2.021)
H (-1.264, 1.962, -0.146)
C (-1.843, -0.775, -0.642)
H (-1.390, 0.016, 1.841)
C (0.168, 0.441, 0.332)
C (-0.189, 1.754, -0.219)
H (2.934, -1.235, 0.678)
O (-0.568, -0.777, 0.019)
C (-0.457, -0.324, 1.395)
H (0.105, 1.834, -1.264)

Its total charge is +1. As for the multiplicity: 1. The frontier orbital gap (spin up / spin down) is 7.44 / 10.48 eV.

Q:
A gas-phase ion, C5H11O (charge +1), computed with ωB97M-V/def2-TZVPD.

Atoms and positions in Å:
H (-0.100, 2.852, 0.699)
H (-1.237, -0.564, -2.446)
H (-1.761, -1.833, -1.153)
C (1.408, -0.254, 1.097)
C (0.094, -0.778, 0.667)
H (0.511, 0.138, -1.143)
H (1.727, -0.625, 2.044)
H (-0.615, -0.696, 1.552)
C (-1.541, -0.656, -1.382)
C (0.007, 2.095, -0.005)
H (0.208, -1.833, 0.424)
C (-0.377, -0.113, -0.600)
H (1.424, 0.782, 1.437)
H (0.977, 1.996, -0.583)
H (2.126, -0.326, 0.345)
H (-2.461, -0.090, -1.271)
O (-0.816, 1.174, -0.066)

Its total charge is +1. As for the multiplicity: 1. The frontier orbital gap is 10.43 eV.

Q wins, 3.773 eV ahead of the next structure.